(1)
Molecular formula: C3H8N2O
Method: DFT, the ωB97M-V functional and the def2-TZVPD basis

Its multiplicity is 1. As for the orbital gap: 9.100 eV. The SMILES is [H]/N=C/N.C=CO. The calculation puts the energy above the lowest of the compared OMol25 structures with the same formula, charge and spin at 67.45 kcal per mole.

Last column: Mulliken charge in e.
Geometry (Å):
O 1.7877 1.0945 0.2608  -0.50
N -2.6593 -0.2597 0.4868  -0.48
N -0.9749 0.0704 -1.1648  -0.64
C -2.0527 0.4086 -0.5732  0.16
C 1.8209 -1.2866 0.4045  -0.79
C 2.4816 -0.0597 0.5204  0.11
H 3.3919 0.0337 1.0337  0.36
H -2.2735 -1.1694 0.6071  0.23
H -2.7594 1.2285 -0.8536  0.29
H 0.8357 1.0789 0.1089  0.28
H -0.7772 0.6243 -2.0233  0.21
H 2.1201 -2.0961 0.8766  0.34
H 0.8135 -1.2654 0.2419  0.17
H -3.7120 -0.2384 0.5573  0.26

Cartesian forces (eV/Å) of the 3 atoms listed first:
O 1.9 1.1 0.1
N -0.6 0.3 -0.4
N -0.3 0.3 0.0

***

(2)
Molecular formula: C4H9NO
Method: DFT, the ωB97M-V functional and the def2-TZVPD basis

Its multiplicity is 1. As for the orbital gap: 9.795 eV. The SMILES is C=NC(=C)C.O. The calculation puts the energy above the lowest of the compared OMol25 structures with the same formula, charge and spin at 65.97 kcal per mole.

Last column: Mulliken charge in e.
Geometry (Å):
O -0.2067 -2.2169 1.6169  -0.65
N 1.0179 0.6456 -0.2874  -0.36
C -0.4096 0.7434 -0.4447  0.76
C 1.7829 -0.2829 -0.6504  -0.26
C -0.8725 1.7241 0.6177  -1.05
C -1.0509 0.0092 -1.3397  -0.93
H -0.5444 -0.8952 -1.7041  0.11
H -0.0931 1.8454 1.3507  0.36
H -1.8064 1.4131 1.0946  0.29
H 2.8684 -0.2489 -0.4825  0.24
H -2.0343 0.0139 -1.8149  0.30
H -1.1211 -1.9950 1.4049  0.32
H 0.2982 -1.4617 1.2863  0.33
H 1.5502 -1.1537 -1.2195  0.26
H -0.9905 2.7028 0.1342  0.29

Cartesian forces (eV/Å) of the 3 atoms listed first:
O 0.0 0.2 -0.1
N 0.4 0.0 0.4
C 0.7 0.0 1.0

***

(3)
Molecular formula: C5H18NO6
Method: DFT, the ωB97M-V functional and the def2-TZVPD basis

Its multiplicity is 1. As for the orbital gap: 9.048 eV. Its charge is -1. The calculation puts the energy above the lowest of the compared OMol25 structures with the same formula, charge and spin at 66.13 kcal per mole.

Last column: Mulliken charge in e.
Geometry (Å):
O -0.9769 3.2156 1.7737  -0.72
O 2.5148 -1.7621 2.1430  -0.66
O -0.4135 -1.6786 -3.5548  -0.56
O -1.9888 0.8603 0.9618  -1.02
O -2.6038 0.4279 -1.5346  -0.70
O -1.2576 -0.3401 3.1272  -0.71
N 2.0317 -0.5655 0.2898  -0.25
C 1.7045 -1.1527 1.4677  -0.03
C 1.3874 1.5620 -0.8062  -1.21
C 1.0858 0.0637 -0.6316  1.49
C 1.1110 -0.7097 -2.0029  -0.75
C -0.2475 -1.1903 -2.4601  0.28
H -2.9108 0.9253 1.2384  0.14
H -1.3284 0.4385 3.6897  0.26
H -1.5725 -2.8482 -0.1145  -0.06
H -1.0914 -1.0324 -1.7815  0.20
H -3.2115 1.1747 -1.4240  0.29
H 2.9951 -0.6323 -0.0012  0.26
H 0.0899 -0.1000 -0.2136  -0.51
H 1.7293 -1.5883 -1.8798  0.31
H -1.2671 2.2592 1.7035  0.42
H -1.5698 0.0331 2.2258  0.49
H -1.2117 -3.0630 0.4988  0.06
H 0.5509 2.2159 -0.5909  0.06
H -2.1438 0.5272 -0.6369  0.39
H -0.8645 3.3925 0.8329  0.29
H 0.6569 -1.0894 1.7239  0.33
H 1.7773 1.7784 -1.7967  0.34
H 1.5058 0.0105 -2.6978  0.19
H 2.1946 1.8376 -0.1301  0.39

Cartesian forces (eV/Å) of the 3 atoms listed first:
O 0.1 -0.4 -0.1
O 0.1 0.1 0.2
O 0.1 0.0 0.3

***

(4)
Molecular formula: C50H60GeN2PRuSiTe
Method: DFT, the ωB97M-V functional and the def2-TZVPD basis

Its multiplicity is 1. As for the orbital gap (alpha / beta): 4.454 / 4.569 eV. Its charge is +1. The calculation puts the energy above the lowest of the compared OMol25 structures with the same formula, charge and spin at 17.63 kcal per mole.

Last column: Mulliken charge in e.
Geometry (Å):
Te -2.2797 -1.1068 -0.0379  0.91
Ru 0.2413 -0.4029 0.3433  -0.14
Ge 0.3288 -0.3940 -2.1772  4.10
P 0.0835 -3.4313 0.2423  1.94
Si -0.2788 2.1214 0.7261  0.57
N 2.2288 -1.2267 0.5059  1.76
N 0.5017 -0.6661 2.4279  2.35
C -0.6280 3.0097 -0.9306  -0.82
C -4.3208 -0.4452 0.1511  0.40
C -6.4407 -0.1917 -0.9507  -0.73
C 2.0200 -0.1408 -3.2531  -0.38
C -1.0263 0.5407 -3.3178  0.14
C -1.7362 1.0702 -5.5703  -0.84
C 4.2493 0.0962 -4.9885  -0.86
C 2.6503 1.1234 -3.4472  -0.81
C 2.5468 -1.2250 -3.9161  0.03
C -1.1250 -4.5617 -0.5882  -1.22
C 1.1263 -0.8654 5.1266  -1.17
C 1.4615 2.7637 1.4121  2.76
C 3.7810 1.2413 -4.3043  1.13
C 0.7418 -4.2845 2.8613  -0.37
C -1.7009 2.4788 3.3043  -2.05
C -5.0701 -0.3866 -1.0172  -0.42
C -0.1604 -2.2287 -2.8368  -1.82
C -3.0032 1.3984 -5.1110  -0.85
C -0.8828 -4.8374 4.5498  -0.62
C 3.0627 -1.4986 -0.5050  -1.16
C -6.3175 -0.1167 1.4450  -0.77
C 2.1060 -0.9943 4.1680  -0.95
C -1.8078 2.7588 1.7995  2.55
C -0.2724 -3.9323 1.9738  -0.04
C -4.9450 -0.3039 1.3833  -0.11
C 4.9746 -1.3205 0.8951  -1.39
C 4.4008 2.5032 -4.4704  -0.99
C 0.4365 -4.7445 4.1352  -0.77
C -0.4463 -0.5914 3.3639  -1.99
C -0.7549 0.6516 -4.6821  -1.02
C 4.1216 -1.1016 1.9569  -0.72
C 3.9047 3.6142 -3.8499  -0.79
C 2.1695 2.2978 -2.8272  0.93
C 2.6242 2.1510 0.6095  -1.60
C 1.5566 4.2893 1.2684  -1.85
C -1.8999 -4.4669 3.6834  -0.81
C 1.6329 2.4545 2.9034  -2.04
C 2.7627 3.5110 -3.0319  -1.00
C -3.0754 2.0812 1.2815  -0.87
C -7.0703 -0.0635 0.2799  -0.66
C -1.9423 4.2785 1.6282  -1.81
C -2.2918 0.9065 -2.8732  1.15
C -0.1854 -0.6781 4.7152  -1.11
C -1.5984 -4.0214 2.4058  -0.52
C 3.6408 -1.1102 -4.7970  -1.41
C -3.2794 1.3267 -3.7542  -1.07
C 2.7457 -1.0742 1.7479  0.16
C 1.5911 -4.4473 -0.0700  -2.10
C 4.4302 -1.5530 -0.3623  -0.80
C 1.7721 -0.8941 2.8208  -0.54
H 0.2330 0.4013 -5.0511  0.22
H 2.3920 1.1711 0.1919  0.01
H 5.0794 0.1981 -5.6772  0.42
H -1.1153 -5.2064 5.5404  0.43
H -2.1638 4.5718 0.6040  0.36
H 1.3708 -0.9241 6.1785  0.50
H -7.0176 -0.1529 -1.8654  0.43
H -4.5839 -0.4994 -1.9800  0.53
H 5.2776 2.5729 -5.1031  0.43
H 2.3619 4.4020 -2.5627  0.48
H -2.6691 2.6629 3.7820  0.49
H -0.9912 -0.5908 5.4297  0.58
H -4.2579 1.6041 -3.3795  0.54
H 1.3086 2.2070 -2.1812  -0.59
H -2.9346 -4.5456 3.9933  0.47
H 1.3946 4.6217 0.2433  0.32
H 0.8425 4.7964 1.9166  0.40
H -0.6557 -4.9688 -1.4827  0.50
H 3.9870 -1.9864 -5.3313  0.41
H 1.2375 -5.0490 4.7979  0.45
H -0.9795 3.1398 3.7851  0.55
H -1.4163 1.4494 3.5193  0.25
H -1.5118 1.1367 -6.6278  0.45
H -6.8011 -0.0181 2.4081  0.43
H 1.4304 -5.4565 0.3081  0.51
H 0.0341 3.8663 -1.0683  0.61
H 2.1115 -2.2088 -3.7869  0.36
H -1.6525 3.3777 -0.9528  0.59
H -2.7713 4.6280 2.2515  0.58
H 0.4592 -3.0351 -2.4351  0.40
H 1.5885 1.3931 3.1287  0.51
H 5.0519 -1.7611 -1.2214  0.61
H -3.9645 2.5637 1.7001  0.62
H 4.5142 -0.9316 2.9492  0.52
H 2.4835 -4.0256 0.3892  0.40
H 6.0466 -1.3178 1.0374  0.48
H -2.4036 -3.7739 1.7238  0.35
H -3.7703 1.7203 -5.8035  0.39
H 1.7555 -4.4921 -1.1476  0.54
H -0.0844 -2.2433 -3.9247  0.74
H 3.5141 2.0509 1.2397  0.46
H 2.5625 4.6066 1.5635  0.54
H -3.1651 2.1197 0.1922  0.15
H 2.6063 -1.6843 -1.4653  0.23
H 2.6081 2.8252 3.2383  0.57
H 0.8742 2.9538 3.5053  0.41
H -1.2009 -2.4361 -2.5817  0.22
H -1.3702 -5.3755 0.0924  0.56
H -1.0442 4.8046 1.9492  0.30
H 1.7800 -4.2274 2.5593  0.28
H -1.4536 -0.4458 3.0012  0.91
H -2.5153 0.8903 -1.8088  -0.36
H 3.1324 -1.1825 4.4488  0.45
H -0.5190 2.3693 -1.7985  -0.48
H -4.3727 -0.3494 2.3034  0.26
H -3.0958 1.0352 1.5877  -1.01
H 2.8913 2.7842 -0.2339  0.31
H -2.0360 -4.0468 -0.8845  0.21
H 4.3756 4.5797 -3.9809  0.43
H -8.1423 0.0705 0.3308  0.39

Cartesian forces (eV/Å) of the 3 atoms listed first:
Te -1.1 -1.0 0.1
Ru 2.4 0.1 -1.0
Ge -0.9 -0.5 -0.9

***

(5)
Molecular formula: C23H58Cl5NO14
Method: DFT, the ωB97M-V functional and the def2-TZVPD basis

Its multiplicity is 1. As for the orbital gap: 9.515 eV. The calculation puts the energy above the lowest of the compared OMol25 structures with the same formula, charge and spin at 0.00 kcal per mole.

Last column: Mulliken charge in e.
Geometry (Å):
Cl 4.6015 1.6437 5.3433  -0.23
Cl 1.0891 0.7363 0.6285  1.26
Cl 5.6570 4.4053 3.5922  -0.20
Cl -1.8848 -3.8702 1.5337  -0.18
Cl -2.7324 -2.1974 4.5622  -0.22
O 2.0148 0.3082 -0.3880  -0.76
O 3.9405 -2.2941 1.2422  -0.33
O -0.8291 -1.4440 -1.9221  0.78
O 4.2656 -4.9557 -1.3722  -0.60
O 0.1104 1.6699 0.1170  -0.61
O 2.8555 5.5788 1.2039  -0.56
O 5.3529 0.1086 1.4001  -0.49
O 0.3569 -0.4116 1.1375  -0.59
O 2.3834 -0.7658 -3.1525  -0.42
O -1.7267 -4.3629 -1.4844  -0.58
O 1.5197 2.1471 -5.1836  -0.56
O 1.8045 1.3825 1.6950  -0.56
O 2.9438 5.4728 -1.5794  -0.57
O 1.2898 -3.0793 -0.2127  0.31
N -3.9312 0.8396 -0.3123  0.83
C 5.3431 -2.3253 1.5793  -0.64
C 3.4425 -3.8091 -1.1063  0.85
C 2.1924 4.5281 0.5156  0.01
C -5.3107 1.2613 0.1161  -0.98
C 5.6941 -1.0034 2.2361  -0.25
C 3.8435 2.3620 3.9024  0.03
C 2.2463 1.4292 -4.1705  -0.15
C -7.5502 1.3912 2.4058  -1.22
C 1.6546 0.0318 -4.0710  0.09
C 1.8030 4.9845 -0.8744  -0.27
C -3.2081 1.9595 -1.0428  -1.07
C -3.0109 0.3470 0.7508  -1.32
C -1.2054 -2.2127 3.6105  0.10
C 2.1002 -4.2014 -0.5216  -0.73
C -1.9490 -3.4739 -2.5512  -0.23
C -4.0482 -0.2612 -1.3857  -0.45
C -3.4167 0.2112 -2.6700  -0.63
C -0.7417 -2.5610 -2.8061  -0.42
C 4.8292 2.9542 2.9300  0.45
C -6.0634 0.1204 0.8024  -0.16
C -7.4923 0.4729 1.1841  -0.67
C -2.5069 1.3641 -2.2657  0.07
C -0.8985 -3.5383 2.9995  -0.07
H 3.4596 -2.6451 1.9971  0.13
H -1.2887 -1.4314 2.8569  -0.30
H 1.2013 5.9048 -0.8196  0.31
H 1.4918 -4.8770 -1.1209  0.46
H 2.2429 1.9861 -3.2279  0.06
H 4.5023 -0.1887 1.0302  0.24
H -5.5133 -0.2143 1.6795  0.29
H 5.8865 -2.4977 0.6542  0.29
H 0.1259 -3.5292 2.6218  -0.22
H -2.1970 -3.9769 -3.4911  0.43
H 1.8412 -2.4052 0.2153  -0.15
H -2.4357 2.0560 -3.1046  0.62
H -5.1248 2.0802 0.8145  0.48
H 5.6029 2.2756 2.5883  0.12
H -0.4030 -1.8534 4.2536  0.41
H -6.1115 -0.6721 0.0556  0.38
H -3.7360 -1.2369 -1.0195  0.26
H -1.4870 1.0797 -2.0099  -0.32
H -2.5498 2.4830 -0.3542  0.37
H -2.8010 1.2207 1.3666  0.25
H -0.8362 -2.2516 -3.8524  0.34
H -8.5396 1.6446 2.7989  0.39
H -8.1599 -0.3845 1.2516  0.37
H 1.5888 3.0760 -4.9426  0.33
H -5.1159 -0.3490 -1.5787  0.37
H 2.2053 -0.3502 -2.2964  0.23
H -2.0505 0.1636 0.2633  0.28
H -7.9719 1.0779 0.4037  0.28
H 5.5363 -3.0998 2.3270  0.32
H 1.2559 4.2147 -1.4104  0.14
H 0.1219 -3.1794 -2.5679  0.06
H 2.3641 -4.7093 0.4191  0.22
H 3.4982 5.1967 1.8069  0.31
H 3.1667 1.5988 3.5274  -0.16
H -0.0129 -1.4604 -1.3939  -0.43
H 1.6580 -0.4536 -5.0466  0.47
H 3.5523 5.9275 -0.9915  0.32
H -7.0305 1.0177 3.2914  0.31
H 2.8741 3.6851 0.3397  0.08
H 6.7625 -0.9302 2.4491  0.41
H 5.1552 -0.8490 3.1765  0.20
H 4.2782 3.2062 2.0239  -0.40
H 3.3031 1.3482 -4.4552  0.24
H 5.1643 -4.6195 -1.3379  0.35
H 0.5960 0.1185 -3.7936  -0.23
H -7.1660 2.3768 2.1263  0.30
H -2.8254 -0.5418 -3.1896  0.06
H -3.4304 -0.5331 1.2183  0.49
H -2.8350 -2.8664 -2.2863  -0.08
H -3.9144 2.7009 -1.4211  0.42
H -1.0407 -4.4602 3.5528  0.48
H -4.2374 0.4833 -3.3339  0.55
H 3.1702 3.1567 4.2299  0.46
H 3.3389 -3.1845 -2.0014  0.18
H -5.7777 1.6660 -0.7782  0.43
H 1.3667 4.1222 1.1040  0.22
H -1.5035 -3.8396 -0.6974  0.10
H 3.9563 -3.2199 -0.3364  -0.62

Cartesian forces (eV/Å) of the 3 atoms listed first:
Cl 0.2 0.0 0.2
Cl -0.9 0.3 1.0
Cl -0.3 -0.1 -0.2

***

(6)
Molecular formula: C3H11O
Method: DFT, the ωB97M-V functional and the def2-TZVPD basis

Its multiplicity is 1. As for the orbital gap: 10.215 eV. Its charge is +1. The calculation puts the energy above the lowest of the compared OMol25 structures with the same formula, charge and spin at 19.23 kcal per mole.

Last column: Mulliken charge in e.
Geometry (Å):
O 2.3009 -0.4105 0.3448  -0.43
C -0.2853 -0.1208 -1.3368  -1.45
C -1.2763 0.6033 -0.3111  0.26
C -0.9338 0.4450 1.1552  -1.22
H -1.6269 0.7516 1.8801  0.36
H 0.4574 0.4265 -1.8969  0.35
H 2.4849 -0.4072 1.3527  0.47
H 0.0925 -1.0451 -0.8799  0.44
H -2.2526 0.0798 -0.4249  0.26
H 2.7714 -1.2402 -0.0410  0.50
H -0.8741 -0.6465 -2.0796  0.35
H -1.3622 1.7612 -0.4705  0.28
H -0.9734 -0.7360 1.3302  0.29
H 0.0807 0.8123 1.3779  0.19
H 1.3968 -0.2732 -0.0001  0.36

Cartesian forces (eV/Å) of the 3 atoms listed first:
O 3.1 -1.9 1.3
C -1.5 -0.2 1.2
C -0.3 1.6 -0.7

***

(7)
Molecular formula: C4H3CaO5
Method: DFT, the ωB97M-V functional and the def2-TZVPD basis

Its multiplicity is 2. As for the orbital gap (alpha / beta): 4.578 / 7.248 eV. The calculation puts the energy above the lowest of the compared OMol25 structures with the same formula, charge and spin at 0.00 kcal per mole. As for the expectation value of S²: 0.79.

Last column: Löwdin spin population.
Geometry (Å):
Ca 1.6175 -0.0710 1.5266  0.07
O -1.0224 0.0176 0.6962  0.05
O 2.7958 0.4831 -0.0197  0.09
O -2.1715 1.2788 -0.7726  0.01
O 3.2076 -0.5158 -2.0081  0.14
O -2.1827 1.6566 1.4535  0.00
C 0.7606 -1.2440 -0.2271  0.02
C -1.8742 0.9845 0.3550  0.01
C -0.5814 -0.9254 -0.2833  0.31
C 2.4963 -0.2118 -1.0665  0.28
H 0.9302 -2.3156 -0.3770  0.00
H -2.5939 2.4988 1.2184  0.00
H -1.3818 -1.6361 -0.4953  0.01

Cartesian forces (eV/Å) of the 3 atoms listed first:
Ca -0.9 0.0 0.7
O 0.1 0.6 0.8
O 0.8 0.7 -0.9

***

(8)
Molecular formula: C19H20BN8O2Pr
Method: DFT, the ωB97M-V functional and the def2-TZVPD basis

Its multiplicity is 3. As for the orbital gap (alpha / beta): 4.855 / 4.826 eV. The calculation puts the energy above the lowest of the compared OMol25 structures with the same formula, charge and spin at 4.68 kcal per mole. As for the expectation value of S²: 2.01.

Last column: Löwdin spin population.
Geometry (Å):
Pr 0.9563 -0.7151 0.4352  2.06
O 2.1717 0.1883 -1.3479  0.00
O 1.0146 -2.6894 1.2111  -0.01
N -2.0830 1.6972 -2.4701  0.00
N 0.8776 1.5791 1.3209  0.00
N 1.8725 1.2239 -2.0839  0.00
N 2.0092 -2.5434 0.2560  -0.02
N -1.9491 2.1351 -1.1898  0.00
N -0.0633 2.2298 0.5821  0.00
N -1.3270 -0.4872 1.4301  0.00
N -1.9247 0.5720 0.8328  0.00
C 1.7316 -2.9095 -1.1026  0.00
C 3.9977 -2.2381 -1.6682  -0.01
C -2.9526 2.5202 -3.0342  0.00
C -3.2689 -0.0534 2.4672  0.00
C 4.2677 -2.0089 -0.3048  0.00
C 0.8601 3.7458 1.9074  0.00
C 1.2152 1.0446 -3.2374  0.00
C 2.1950 2.4579 -1.6569  0.00
C -0.0894 3.5296 0.9276  0.00
C -2.1328 -0.8692 2.4157  0.00
C 1.4338 2.4875 2.1140  0.00
C -2.7470 3.2109 -0.9676  0.00
C 1.8209 3.5679 -2.3846  0.00
C -3.4082 3.5029 -2.1320  0.00
C 1.1136 3.4107 -3.5638  0.00
C -3.0861 0.8568 1.4435  0.00
C 0.8180 2.1328 -3.9901  0.00
C 3.3290 -2.1760 0.6745  -0.01
C 2.7201 -2.7290 -2.0164  0.00
B -1.0833 1.3434 -0.2303  0.00
H 0.7857 -3.3909 -1.2775  0.00
H -4.1132 4.2992 -2.3057  0.00
H 2.5014 -3.0025 -3.0424  0.00
H -1.8688 -1.7201 3.0255  0.00
H -2.8070 3.6829 0.0005  0.00
H -4.1052 -0.1216 3.1422  0.00
H -0.7576 4.2219 0.4440  0.00
H 2.2266 2.1988 2.7861  0.00
H -0.4834 0.5024 -0.8610  0.00
H -3.7146 1.6628 1.0981  0.00
H 2.0846 4.5464 -2.0079  0.00
H 2.7359 2.4822 -0.7232  0.00
H -3.2282 2.3768 -4.0690  0.00
H 3.5169 -2.2177 1.7321  0.00
H 1.0969 4.6731 2.4016  0.00
H 1.0163 0.0129 -3.4816  0.00
H 0.2604 1.9552 -4.8984  0.00
H 5.2657 -1.7308 0.0118  0.00
H 0.7956 4.2714 -4.1367  0.00
H 4.7674 -2.1124 -2.4148  0.00

Cartesian forces (eV/Å) of the 3 atoms listed first:
Pr 0.0 1.0 -0.1
O 0.5 0.7 -0.6
O 0.4 -1.8 0.4